No. 1
Density functional theory data (the ωB97M-V functional and the def2-TZVPD basis) for C4H10S in the gas phase at a distorted geometry.

The geometry in XYZ format:
```
15
Properties=species:S:1:pos:R:3:forces:R:3:mulliken_charge:R:1
S 2.523 -0.548 -0.095 -1.50 1.75 0.15 -0.22
C 0.785 0.234 0.388 -0.84 -2.88 0.10 0.01
C -1.727 -0.518 0.128 -3.03 -2.33 -3.57 -1.08
C 0.611 1.716 -0.135 2.81 -2.40 1.93 -1.07
C -0.393 -0.860 -0.204 6.70 -0.75 0.09 -0.40
H 0.578 1.865 -1.199 0.57 -0.43 -0.58 0.30
H 0.697 0.163 1.613 0.31 0.50 -3.17 0.27
H 0.085 -1.962 -0.012 -1.68 2.55 -0.17 0.22
H -2.113 -0.720 1.105 -0.60 0.32 0.31 0.31
H -2.101 -1.243 -0.855 -1.10 1.38 3.52 0.24
H -0.412 1.858 0.171 0.06 1.52 0.99 0.36
H -0.568 -0.788 -1.287 2.30 0.10 -0.15 0.23
H -1.865 0.403 -0.429 -0.85 0.73 1.08 0.42
H 1.638 2.106 0.345 -3.03 0.60 -0.89 0.31
H 2.263 -1.706 0.465 -0.11 -0.65 0.34 0.10
```
Positions in Å, forces in eV/Å.

Its energy above the lowest of the compared OMol25 structures with the same formula, charge and spin is 79.55 kcal/mol. The value obtained for the LUMO energy is 0.877 eV. As for the total energy: -556.455215 a.u. Its HOMO energy is -8.8281 eV. Its spin multiplicity is 1. The SMILES is CC[C@H](C)S.


No. 2
Density functional theory data (the ωB97M-V functional and the def2-TZVPD basis) for C3H9N3O in the gas phase.

The geometry in XYZ format:
```
16
Properties=species:S:1:pos:R:3:forces:R:3:mulliken_charge:R:1
O 0.697 -3.036 -0.899 0.13 0.08 -0.37 -0.56
N 1.841 -1.839 0.679 0.78 0.12 -0.11 -0.41
N -0.079 -0.986 -0.391 -0.05 0.81 0.47 -0.12
N -1.181 2.393 -0.467 0.74 0.14 0.08 -0.55
C -1.172 1.142 0.242 -0.38 -0.14 0.49 -0.45
C 0.145 0.385 0.079 0.28 -0.54 0.05 -0.37
C 0.805 -2.011 -0.264 -0.17 -0.40 0.44 0.37
H -1.384 1.287 1.303 0.35 0.50 0.05 0.34
H 1.793 -1.616 1.655 -0.71 0.27 -0.11 0.23
H -1.136 2.297 -1.471 -0.30 0.19 0.15 0.17
H 0.668 0.323 1.028 -0.02 0.06 0.06 0.16
H -0.794 -1.086 -1.092 0.06 -0.35 -0.05 0.21
H -1.803 3.104 -0.128 -0.23 -0.10 -0.20 0.20
H -2.002 0.489 0.000 -0.28 -0.45 -0.64 0.29
H 0.830 0.908 -0.592 -0.20 0.19 -0.13 0.32
H 2.774 -1.754 0.319 0.00 -0.40 -0.18 0.18
```
Positions in Å, forces in eV/Å.

Its energy above the lowest of the compared OMol25 structures with the same formula, charge and spin is 19.74 kcal/mol. The value obtained for the LUMO energy is 0.796 eV. As for the total energy: -359.212988 a.u. Its HOMO energy is -9.2243 eV. Its spin multiplicity is 1. The SMILES is NCCNC(N)=O.